Entry 1:
The following is a quantum chemistry calculation of C28H30IN5O3RbS2 as an isolated structure, from the OMol25 dataset.

Summary:
Highest occupied orbital energy = -3.94 eV
HOMO-LUMO gap = 6.08 eV
ΔE to the lowest compared entry with this formula, charge and spin = 0.0 kJ/mol
Lowest unoccupied orbital energy = 2.138 eV
Total charge = -1
DFT total energy = -73544.275 eV
Largest force on an atom = 0.72 eV/A

XYZ file:
```
70
Properties=species:S:1:pos:R:3:forces:R:3
Rb 0.021 -0.797 0.252 -0.309 -0.281 -0.085
I -3.922 -0.994 -0.024 -0.017 -0.088 -0.026
C -4.102 -3.014 -0.604 -0.155 -0.065 -0.029
C -5.365 -3.496 -0.807 -0.111 0.288 0.072
C -5.552 -4.841 -1.176 0.131 -0.175 -0.038
C -4.466 -5.657 -1.321 -0.099 0.085 0.016
C -3.154 -5.165 -1.111 -0.018 0.064 0.017
C -2.037 -6.019 -1.252 0.080 -0.026 -0.001
C -0.781 -5.524 -1.039 -0.057 -0.132 -0.036
C -0.595 -4.168 -0.692 -0.048 0.181 -0.004
C -1.621 -3.244 -0.534 0.064 -0.182 -0.027
C -2.928 -3.799 -0.747 0.200 0.023 0.022
H -6.224 -2.848 -0.682 0.020 -0.005 0.002
H -6.557 -5.215 -1.335 0.002 -0.014 -0.004
H -4.592 -6.699 -1.597 -0.002 -0.004 -0.004
H -2.202 -7.056 -1.525 0.026 -0.004 0.003
H 0.081 -6.177 -1.140 -0.009 -0.011 -0.006
H 0.445 -3.862 -0.555 -0.038 0.068 0.024
C -2.671 2.014 -2.584 0.003 -0.025 0.022
C -2.570 2.535 -1.150 0.013 0.010 -0.021
C -1.075 2.458 -0.878 0.061 0.013 0.093
O -0.578 1.381 -1.685 0.010 -0.051 0.007
C -1.578 0.952 -2.618 -0.076 0.025 -0.052
H -2.453 2.810 -3.299 0.002 0.013 0.011
H -3.653 1.599 -2.813 0.006 -0.016 -0.012
H -3.109 1.875 -0.471 -0.010 -0.006 -0.001
H -2.964 3.544 -1.030 0.015 0.009 0.001
H -0.836 2.246 0.166 -0.004 0.036 -0.008
H -0.552 3.379 -1.157 -0.028 -0.002 -0.029
H -1.963 -0.026 -2.312 0.013 0.008 0.009
H -1.112 0.853 -3.600 0.017 -0.006 0.014
N 4.616 4.129 -4.309 -0.003 -0.076 0.022
C 4.221 3.611 -3.065 0.005 0.029 0.024
C 2.990 2.966 -2.928 0.030 0.010 0.033
C 2.583 2.487 -1.696 -0.076 -0.021 -0.084
C 3.395 2.654 -0.584 0.003 -0.032 0.294
C 4.616 3.294 -0.708 0.047 0.006 0.032
C 5.028 3.772 -1.942 -0.007 0.000 -0.034
S 2.875 2.010 1.000 0.080 0.299 -0.331
O 4.003 2.196 1.889 -0.054 -0.161 -0.027
O 1.657 2.734 1.352 0.032 -0.132 -0.024
N 2.458 0.524 0.721 0.104 0.601 0.382
C 3.353 -0.474 0.572 -0.242 -0.205 -0.144
S 5.082 -0.397 0.832 0.124 -0.175 0.038
C 5.197 -2.074 0.400 -0.036 0.155 -0.033
C 3.966 -2.547 0.104 -0.038 -0.006 0.028
N 2.925 -1.659 0.194 0.300 -0.162 -0.009
H 4.203 3.642 -5.090 0.009 0.030 -0.012
H 5.617 4.191 -4.417 -0.007 0.018 -0.010
H 2.352 2.832 -3.794 0.004 0.004 -0.007
H 1.635 1.971 -1.609 -0.008 -0.008 0.003
H 5.244 3.403 0.166 -0.016 -0.008 -0.001
H 5.987 4.269 -2.032 -0.003 0.009 -0.030
H 6.133 -2.605 0.395 0.024 0.033 -0.003
H 3.755 -3.565 -0.193 -0.002 -0.003 0.010
C 0.294 2.982 5.162 0.024 0.022 -0.057
C -0.409 1.851 4.491 -0.043 -0.016 -0.010
C -1.363 0.965 4.948 0.014 0.003 0.044
C -1.644 0.118 3.855 0.080 0.133 0.076
N -0.915 0.470 2.806 -0.059 -0.124 -0.103
N -0.179 1.521 3.209 0.039 0.027 -0.042
C -2.598 -1.029 3.791 -0.018 0.002 -0.069
H 0.165 2.918 6.241 0.000 -0.007 0.002
H -0.100 3.944 4.827 0.009 0.004 0.008
H 1.361 2.965 4.936 -0.001 0.008 0.008
H -1.786 0.928 5.939 0.001 -0.014 -0.006
H 0.492 1.935 2.558 0.010 0.050 0.082
H -2.801 -1.416 4.789 0.012 -0.011 0.005
H -2.195 -1.832 3.174 -0.015 -0.002 -0.002
H -3.546 -0.727 3.342 -0.010 -0.009 0.016
```
Forces are in eV/Å.

***

Entry 2:
The following is a quantum chemistry calculation of C4H6O2 as an isolated structure at a distorted geometry, from the OMol25 dataset.

Summary:
Highest occupied orbital energy = -10.22 eV
HOMO-LUMO gap = 11.08 eV
ΔE to the lowest compared entry with this formula, charge and spin = 378.6 kJ/mol
Lowest unoccupied orbital energy = 0.859 eV
DFT total energy = -8336.537 eV
Largest force on an atom = 14.37 eV/A

XYZ file:
```
12
Properties=species:S:1:pos:R:3:forces:R:3
C -0.801 -0.738 -1.798 5.399 3.811 -2.837
C -0.114 -0.721 -0.450 1.320 -7.981 -4.601
C -0.062 0.320 0.195 -0.559 10.267 7.429
C 0.495 0.490 1.638 1.539 -1.874 3.035
H -1.106 0.284 -1.866 -0.986 0.520 -0.324
H -0.164 -0.745 -3.006 -1.407 -0.727 4.172
H -1.556 -1.358 -1.781 -3.924 -3.351 -0.473
H 0.392 -1.702 -0.075 -0.912 1.931 -0.558
H -0.638 1.420 0.126 1.432 -3.075 -1.157
H 1.854 1.489 2.564 4.061 0.229 11.103
O 1.522 1.426 1.813 -5.994 -1.067 -13.018
O 0.179 -0.165 2.640 0.031 1.316 -2.770
```
Forces are in eV/Å.

***

Entry 3:
The following is a quantum chemistry calculation of C5H6N2 in the gas phase at a distorted geometry, from the OMol25 dataset.

Summary:
Highest occupied orbital energy = -10.46 eV
HOMO-LUMO gap = 11.37 eV
ΔE to the lowest compared entry with this formula, charge and spin = 185.7 kJ/mol
Lowest unoccupied orbital energy = 0.902 eV
DFT total energy = -8260.434 eV
SMILES = C=C[C@H](C#N)N=C
Largest force on an atom = 1.13 eV/A

XYZ file:
```
13
Properties=species:S:1:pos:R:3:forces:R:3
C -0.650 -1.786 -0.202 0.128 0.114 -0.110
C 0.305 -1.121 -0.839 -0.164 -0.215 0.088
C 0.645 0.331 -0.521 0.104 -0.029 -0.040
C 1.410 0.388 0.749 0.454 0.082 0.877
N 1.969 0.450 1.761 -0.536 -0.049 -0.990
N -0.560 1.152 -0.547 -0.110 0.162 0.397
C -0.967 1.711 0.513 0.045 -0.063 -0.195
H -1.246 -1.316 0.577 0.071 -0.057 -0.120
H -0.873 -2.822 -0.437 0.060 0.158 0.013
H 0.897 -1.597 -1.616 -0.067 0.063 0.124
H 1.302 0.721 -1.306 -0.087 -0.066 0.108
H -1.879 2.307 0.459 0.111 -0.083 -0.014
H -0.463 1.643 1.485 -0.010 -0.017 -0.139
```
Forces are in eV/Å.

***

Entry 4:
The following is a quantum chemistry calculation of a 4-piece molecular cluster, C23H53IN2O6 overall at a distorted geometry, from the OMol25 dataset.

Summary:
Highest occupied orbital energy = -9.19 eV
HOMO-LUMO gap = 9.70 eV
Lowest unoccupied orbital energy = 0.518 eV
DFT total energy = -48071.908 eV
SMILES = NCCCCCN(CCO)C(=O)OCCCI.CCOCC.CCOCC.CCOCC
Largest force on an atom = 4.47 eV/A

XYZ file:
```
85
Properties=species:S:1:pos:R:3:forces:R:3
N -0.519 1.069 0.031 1.096 -0.235 -0.565
C 0.229 2.374 -0.032 -0.454 0.755 0.158
C -0.596 3.419 -0.965 0.173 -1.472 0.636
C -2.162 3.197 -0.643 -0.200 0.296 -0.565
C -3.059 4.481 -1.015 1.245 -0.266 -0.702
C -4.485 4.148 -1.646 0.830 0.214 -0.642
N -5.551 3.718 -0.707 0.048 -1.041 0.271
C -5.650 4.529 0.532 -0.779 0.546 0.570
C -7.192 4.493 1.048 1.241 0.662 -0.304
O -7.421 3.417 1.999 1.296 0.394 -0.991
C -5.592 2.280 -0.467 1.678 -2.927 1.973
O -4.760 1.630 0.216 -2.695 2.828 -2.178
O -6.691 1.502 -0.981 1.991 1.834 -0.426
C -6.317 0.837 -2.211 -0.753 -1.377 -1.577
C -5.387 -0.452 -2.018 0.304 0.785 0.166
C -5.851 -1.438 -0.856 1.533 -0.130 -0.016
I -7.854 -2.294 -1.180 0.883 0.481 0.146
H -0.786 0.759 -0.924 0.324 0.408 0.790
H 0.137 0.335 0.364 -0.628 0.673 -0.225
H 1.304 2.226 -0.382 -1.275 0.438 0.314
H 0.247 2.801 1.036 0.070 -0.635 -1.495
H -0.363 3.099 -2.043 -0.518 0.770 1.367
H -0.240 4.486 -0.792 -0.495 -1.390 -0.196
H -2.502 2.318 -1.292 0.342 1.161 1.025
H -2.340 2.893 0.441 0.392 0.374 -1.502
H -3.066 5.172 -0.112 -0.360 -0.772 -1.176
H -2.467 5.044 -1.832 -1.046 -0.722 1.135
H -4.861 5.070 -2.220 0.439 -1.286 0.924
H -4.338 3.315 -2.424 -0.192 1.216 1.080
H -4.922 4.197 1.366 -1.046 0.340 -1.147
H -5.354 5.608 0.265 -0.586 -1.639 0.280
H -7.410 5.484 1.567 0.114 -1.230 -0.689
H -7.815 4.382 0.093 0.623 0.033 1.576
H -6.530 3.020 2.146 -1.142 0.258 0.024
H -5.892 1.564 -3.001 -0.378 -1.006 1.384
H -7.299 0.452 -2.678 1.347 0.741 0.956
H -5.311 -0.999 -3.026 -0.295 0.765 1.495
H -4.328 -0.065 -1.779 -1.468 -0.806 -0.115
H -5.802 -0.977 0.191 -0.347 -0.473 -1.750
H -5.136 -2.341 -0.859 -1.269 1.362 -0.009
C 1.918 -2.845 4.128 -0.096 -0.193 0.067
C 1.346 -2.087 2.943 0.045 -0.027 0.035
O 1.141 -2.898 1.794 0.138 0.094 -0.210
C 0.232 -3.980 1.937 -0.136 -0.010 0.022
C -1.178 -3.545 2.298 -0.018 0.157 0.149
H 2.837 -3.365 3.847 -0.024 0.088 -0.003
H 2.138 -2.159 4.949 -0.010 -0.028 -0.078
H 1.218 -3.597 4.501 0.027 0.087 0.042
H 2.058 -1.311 2.648 -0.072 -0.109 -0.178
H 0.420 -1.570 3.214 -0.028 -0.041 0.071
H 0.617 -4.708 2.659 -0.039 0.022 0.064
H 0.203 -4.490 0.971 0.191 0.156 -0.020
H -1.217 -3.086 3.289 -0.039 -0.077 -0.021
H -1.852 -4.405 2.303 0.065 0.050 -0.027
H -1.550 -2.809 1.580 0.028 -0.094 0.009
C 2.640 -0.974 -0.961 0.239 0.046 -0.045
C 1.849 -2.123 -1.559 -0.032 0.038 0.047
O 1.930 -2.191 -2.976 -0.155 0.047 -0.138
C 3.225 -2.386 -3.525 0.037 -0.066 0.031
C 3.883 -3.683 -3.085 0.002 -0.063 0.210
H 2.347 -0.024 -1.416 -0.049 -0.050 0.019
H 2.472 -0.915 0.118 -0.029 -0.072 -0.063
H 3.714 -1.097 -1.125 -0.033 0.000 0.080
H 0.792 -1.982 -1.317 0.038 -0.080 -0.201
H 2.143 -3.079 -1.115 0.067 0.050 0.076
H 3.865 -1.526 -3.303 0.061 -0.039 0.065
H 3.102 -2.408 -4.610 -0.210 0.071 0.086
H 4.089 -3.687 -2.012 0.067 0.011 -0.060
H 4.832 -3.825 -3.606 -0.077 0.025 0.018
H 3.232 -4.536 -3.296 0.048 0.080 -0.051
C 9.290 -0.750 1.226 -0.074 -0.117 0.201
C 8.245 -0.256 0.241 0.080 -0.035 -0.023
O 7.318 -1.257 -0.155 -0.040 -0.051 -0.171
C 6.526 -1.826 0.878 -0.050 0.055 0.035
C 5.649 -0.817 1.598 0.082 0.215 0.071
H 9.806 -1.629 0.833 -0.012 0.094 -0.034
H 10.027 0.033 1.425 -0.055 -0.048 -0.042
H 8.840 -1.035 2.181 0.059 0.080 -0.015
H 8.752 0.070 -0.672 -0.196 -0.137 -0.033
H 7.716 0.620 0.631 0.013 -0.001 0.094
H 7.159 -2.372 1.585 -0.004 0.048 0.069
H 5.884 -2.570 0.401 0.148 0.059 -0.167
H 6.244 -0.084 2.148 -0.043 -0.066 0.044
H 4.996 -1.322 2.315 0.029 0.000 -0.071
H 5.030 -0.267 0.884 0.013 -0.100 0.041
```
Forces are in eV/Å.